[1]
{
  "formula": "C4H7N3O2",
  "method": "ωB97M-V/def2-TZVPD",
  "e_lumo_ev": [-0.44, -0.44],
  "smiles": "[H]/N=N/C(N)=C/C.O=C=O",
  "elements": ["C", "C", "C", "C", "O", "N", "N", "N", "O", "H", "H", "H", "H", "H", "H", "H"],
  "positions_angstrom": [[-0.125, -0.647, 0.024], [-1.260, -0.828, 0.993], [1.308, -0.123, 1.704], [0.012, 0.480, -0.769], [0.984, 0.976, 1.946], [0.289, 0.395, -2.113], [0.958, -0.538, -2.603], [-0.321, 1.739, -0.359], [1.833, -1.151, 1.823], [-0.225, 1.888, 0.646], [0.251, -1.562, -0.415], [0.930, -0.448, -3.629], [0.024, 2.485, -0.946], [-2.128, -1.220, 0.462], [-1.540, 0.106, 1.474], [-0.990, -1.552, 1.761]]
}

***

[2]
{
  "formula": "C8H7N3O",
  "method": "ωB97M-V/def2-TZVPD",
  "e_lumo_ev": 0.08,
  "smiles": "Cn1cc(C=O)c2nccnc21",
  "elements": ["C", "C", "C", "C", "C", "C", "C", "C", "H", "H", "H", "H", "H", "H", "H", "N", "N", "N", "O"],
  "positions_angstrom": [[1.392, 2.282, 0.005], [-0.929, 1.375, 0.028], [-1.532, 0.151, -0.049], [-3.002, -0.011, -0.046], [-0.539, -0.860, -0.037], [0.672, -2.768, 0.032], [1.845, -2.023, 0.007], [0.651, -0.117, 0.022], [0.860, 3.241, -0.042], [2.030, 2.204, -0.877], [1.982, 2.255, 0.906], [-1.402, 2.334, 0.066], [-3.581, 0.934, -0.123], [0.637, -3.851, 0.066], [2.820, -2.501, -0.017], [0.413, 1.239, 0.047], [-0.545, -2.187, -0.014], [1.856, -0.682, -0.035], [-3.628, -1.014, 0.059]]
}

***

[3]
{
  "formula": "C13H11N3O5",
  "method": "ωB97M-V/def2-TZVPD",
  "e_lumo_ev": -0.78,
  "smiles": "Nc1cccc2c1C(=O)N([C@@H]1C[C@H](O)C(=O)NC1=O)C2=O",
  "elements": ["O", "O", "O", "O", "O", "C", "C", "C", "C", "C", "C", "C", "C", "C", "C", "N", "N", "N", "C", "C", "C", "H", "H", "H", "H", "H", "H", "H", "H", "H", "H", "H"],
  "positions_angstrom": [[0.630, -1.193, -1.352], [-1.082, 1.695, 1.579], [-0.256, -5.242, 0.729], [-2.747, -1.882, -0.665], [1.710, -2.623, 0.736], [0.307, -0.124, -0.892], [-0.438, 1.238, 0.658], [-0.445, -4.041, 0.723], [-1.836, -2.218, 0.041], [1.466, 3.140, -2.573], [1.296, 1.725, -2.484], [0.973, 4.005, -1.551], [0.681, 1.213, -1.353], [0.198, 2.049, -0.368], [0.299, 3.438, -0.442], [-1.590, -3.574, 0.149], [-0.280, 4.234, 0.495], [-0.473, -0.073, 0.245], [0.561, -3.103, 1.442], [-1.104, -1.213, 0.937], [-0.196, -1.884, 2.007], [1.433, -2.253, -0.135], [2.017, 3.531, -3.431], [1.629, 1.096, -3.296], [1.175, 5.076, -1.600], [-1.979, -4.157, -0.589], [0.116, 5.182, 0.679], [-0.711, 3.727, 1.257], [0.928, -3.687, 2.308], [-1.915, -0.708, 1.479], [0.493, -1.160, 2.422], [-0.860, -2.215, 2.846]]
}

***

[4]
{
  "formula": "H32O16",
  "method": "ωB97M-V/def2-TZVPD",
  "e_lumo_ev": -0.41,
  "elements": ["O", "H", "H", "O", "H", "H", "O", "H", "H", "O", "H", "H", "O", "H", "H", "O", "H", "H", "O", "H", "H", "O", "H", "H", "O", "H", "H", "O", "H", "H", "O", "H", "H", "O", "H", "H", "O", "H", "H", "O", "H", "H", "O", "H", "H", "O", "H", "H"],
  "positions_angstrom": [[-0.235, -3.602, 0.006], [0.177, -3.312, 0.850], [-0.768, -4.377, 0.219], [-0.047, 2.623, 2.837], [0.187, 2.431, 1.947], [-0.259, 1.779, 3.258], [-0.130, -0.242, -3.010], [0.379, 0.518, -2.781], [0.463, -0.940, -3.062], [1.392, 2.579, 0.488], [1.807, 3.353, 0.153], [2.075, 1.908, 0.317], [-1.054, -0.231, 2.815], [-1.334, -0.169, 3.768], [-0.126, -0.328, 2.852], [-1.112, 4.006, 0.484], [-0.918, 3.045, 0.517], [-0.474, 4.313, 1.120], [-1.493, 1.257, 0.623], [-1.582, 0.699, 1.371], [-2.384, 1.406, 0.385], [1.682, -0.158, 2.652], [1.663, -1.059, 2.319], [1.971, -0.233, 3.584], [2.548, -3.072, -0.077], [3.261, -2.500, 0.164], [2.162, -2.738, -0.923], [0.405, 2.185, -1.977], [0.797, 2.414, -1.136], [-0.178, 2.950, -2.057], [0.380, -0.491, -0.126], [-0.122, -0.957, -0.808], [-0.189, 0.200, 0.145], [2.808, 0.442, -0.461], [1.922, 0.061, -0.364], [3.256, -0.075, 0.212], [-2.632, 1.604, -2.382], [-3.321, 1.078, -1.997], [-1.787, 1.264, -2.119], [-3.049, -1.125, 1.159], [-2.330, -1.073, 1.796], [-2.620, -1.251, 0.310], [1.484, -2.423, -2.603], [1.017, -3.236, -2.775], [2.121, -2.444, -3.316], [-2.134, -1.806, -1.217], [-1.966, -1.655, -2.121], [-1.711, -2.622, -1.042]]
}

***

The E_tot results, record by record, are as follows: -12824.9783, -14926.7508, -28368.6282, -33280.5428 eV.
The relative energy (zero: lowest compared OMol25 entry of this formula, charge and spin) results, record by record, are as follows: 2.5516, 1.3592, 0.0000, 4.3911 eV.